C23H23Cl6F5IrNO2SSiTe | ωB97M-V/def2-TZVPD

```
! RIJCOSX wB97M-V def2-TZVPD def2/J DEFGRID3
* xyz 0 1
Ir -0.03577 0.02551 1.12998
Cl 1.92085 2.34058 2.20126
C 0.87534 2.98793 0.99417
C -0.01511 2.09418 0.39995
C -0.87585 2.64277 -0.54538
Cl -2.01413 1.59579 -1.28092
C -0.85609 3.98796 -0.90418
Cl -1.94837 4.59819 -2.07377
C 0.05652 4.84172 -0.28776
Cl 0.09007 6.50504 -0.69491
C 0.93481 4.34070 0.67361
Cl 2.04134 5.38817 1.46473
O -2.18937 -0.75142 0.87304
S -2.93099 -1.90943 0.29263
C -2.15497 -2.26505 -1.34281
C -1.90383 -3.75907 -1.37593
C -1.35517 -4.10661 -0.00107
C -2.26915 -3.46627 1.02670
H -1.22732 -1.69122 -1.36062
H -2.82856 -1.91835 -2.12291
H -1.19091 -4.02468 -2.15632
H -2.84063 -4.28962 -1.56054
H -0.35480 -3.67383 0.09239
H -1.27731 -5.18280 0.14543
H -1.75972 -3.20548 1.95163
H -3.13585 -4.08465 1.25790
Cl -4.71868 1.95741 3.83273
C -3.10606 1.39251 4.01667
C -2.66220 0.87678 5.22878
C -1.35485 0.42580 5.30729
C -0.55085 0.48997 4.18080
N -0.98907 0.98418 3.02570
C -2.23307 1.44700 2.94050
H -3.32353 0.83579 6.07934
H -0.96224 0.03155 6.23152
H 0.47057 0.13837 4.20378
H -2.54169 1.86765 1.99346
F 2.19060 -0.95272 1.77136
Te 1.63785 -2.68829 0.95651
F 3.48124 -2.61711 0.43768
F 1.76096 -3.93289 -0.79877
F -0.01370 -1.93743 2.34925
F 2.58846 -3.22255 2.70676
O 1.04018 -1.34776 -0.46170
C 3.60056 0.19453 -0.39897
Si 2.28196 -0.79898 -1.34886
C 2.95832 -2.01916 -2.64031
C 1.33647 0.49783 -2.42593
C 0.32124 0.11017 -3.28065
C -0.30510 1.04751 -4.08742
C 0.09685 2.37158 -4.04860
C 1.12147 2.75820 -3.20479
C 1.74236 1.81776 -2.39813
H 4.26996 0.71747 -1.07674
H 4.20331 -0.45819 0.22582
H 3.13448 0.92524 0.26073
H 3.42577 -1.45885 -3.44461
H 2.16708 -2.63055 -3.06452
H 3.69202 -2.69370 -2.20994
H 0.00919 -0.92250 -3.33033
H -1.11369 0.74377 -4.73617
H -0.38604 3.10085 -4.68254
H 1.43587 3.79166 -3.15732
H 2.53896 2.13705 -1.74868
*
```

Values from the calculation:
E ... -147376.667 eV
HOMO-LUMO gap (alpha / beta) ... 6.22 / 6.11 eV
HOMO level (alpha / beta) ... -8.94 / -8.94 eV